Record 1
{
  "formula": "C3H6ClP",
  "method": "ωB97M-V with the def2-TZVPD basis set",
  "elements": ["C", "C", "C", "P", "H", "H", "H", "H", "H", "Cl", "H"],
  "positions_angstrom": [[0.11168, -0.12467, 1.77610], [0.40023, -0.18885, 0.23783], [-0.83234, -0.29113, -0.51498], [-2.35279, -0.49259, -0.82527], [1.01507, -0.04686, 2.47183], [-0.44396, -0.94288, 2.14730], [-0.54483, 0.78535, 1.95628], [1.04745, 0.67743, -0.01939], [1.23284, -1.03623, -0.05479], [-0.33469, 0.86694, -3.24999], [0.70134, 0.79348, -3.92493]],
  "nbo_charge": [-0.59, -0.55, -0.49, 0.51, 0.21, 0.21, 0.21, 0.24, 0.23, -0.24, 0.25],
  "de_lowest_kcal_mol": 33.92,
  "homo_lumo_gap_ev": 9.9,
  "e_homo_ev": -9.26,
  "smiles": "CCC#P.Cl"
}

---

Record 2
{
  "formula": "C33H20ClN3O8Re",
  "method": "ωB97M-V with the def2-TZVPD basis set",
  "elements": ["Re", "O", "C", "O", "C", "C", "Cl", "N", "N", "C", "C", "O", "O", "C", "C", "C", "C", "C", "C", "H", "H", "H", "H", "H", "H", "C", "C", "C", "C", "C", "C", "C", "C", "C", "C", "C", "C", "C", "C", "C", "H", "H", "H", "H", "H", "H", "H", "H", "H", "H", "O", "C", "O", "C", "C", "C", "C", "C", "C", "N", "O", "O", "H", "H", "H", "H"],
  "positions_angstrom": [[1.40337, -1.24283, 1.54528], [6.82874, -2.81315, 3.15920], [6.86328, -2.36469, 1.92019], [7.88807, -2.22623, 1.30575], [5.54938, -2.02795, 1.28093], [5.38068, -1.67796, -0.05048], [6.50368, -1.62485, -1.30958], [4.07445, -1.41205, -0.27097], [3.38128, -1.57251, 0.87263], [4.25301, -1.95200, 1.80756], [3.65133, -2.29444, 3.14303], [4.36391, -2.70239, 4.04663], [2.38131, -2.12388, 3.18982], [3.42078, -1.15791, -1.51839], [2.44053, -2.04170, -1.93845], [1.82617, -1.82170, -3.16072], [2.19933, -0.73865, -3.94283], [3.17367, 0.14493, -3.49939], [3.78916, -0.05837, -2.27481], [5.91285, -2.80948, 3.55429], [2.16653, -2.88576, -1.31954], [1.05891, -2.50347, -3.50178], [1.72132, -0.57754, -4.90059], [3.45116, 0.99937, -4.10181], [4.54140, 0.62693, -1.90820], [0.75085, 0.11079, 0.38364], [0.06794, 1.06029, -0.10141], [-0.81748, 1.97164, -0.54845], [-0.58469, 2.70248, -1.80588], [-1.01787, 4.02084, -1.96624], [-0.75640, 4.70943, -3.13993], [-0.06470, 4.09269, -4.17318], [0.37188, 2.78340, -4.02076], [0.11666, 2.09497, -2.84739], [-2.04371, 2.18057, 0.25155], [-3.25945, 2.50255, -0.35838], [-4.41673, 2.61958, 0.39556], [-4.38096, 2.43325, 1.77057], [-3.17698, 2.11879, 2.38792], [-2.02151, 1.98529, 1.63692], [-1.54396, 4.51227, -1.15818], [-1.08881, 5.73394, -3.24572], [0.13371, 4.62964, -5.09159], [0.91213, 2.29675, -4.82370], [0.45665, 1.07543, -2.72358], [-3.30203, 2.63507, -1.43174], [-5.35245, 2.85655, -0.09490], [-5.28446, 2.52853, 2.35938], [-3.14392, 1.97088, 3.45988], [-1.08642, 1.72874, 2.11911], [-0.19478, -2.46363, 1.00384], [-0.97734, -1.87604, 1.83137], [-0.40429, -1.09803, 2.64950], [-2.43662, -2.01573, 1.74892], [-3.00879, -2.76303, 0.72392], [-4.38665, -2.81121, 0.58944], [-5.19401, -2.10576, 1.46822], [-4.59732, -1.37526, 2.48193], [-3.22928, -1.31556, 2.64828], [-5.45453, -0.60829, 3.40176], [-6.63992, -0.54937, 3.14521], [-4.91043, -0.00703, 4.30492], [-2.36320, -3.28900, 0.03391], [-4.83532, -3.38701, -0.20784], [-6.27020, -2.10815, 1.37977], [-2.78897, -0.72299, 3.43557]],
  "nbo_charge": [1.26, -0.67, 0.78, -0.57, -0.26, 0.19, 0.14, -0.18, -0.30, 0.07, 0.79, -0.61, -0.73, 0.18, -0.21, -0.20, -0.20, -0.19, -0.22, 0.51, 0.24, 0.23, 0.22, 0.23, 0.23, -0.28, -0.02, -0.08, 0.02, -0.21, -0.21, -0.21, -0.20, -0.22, -0.07, -0.15, -0.23, -0.22, -0.21, -0.20, 0.22, 0.22, 0.21, 0.21, 0.22, 0.21, 0.22, 0.22, 0.23, 0.23, -0.62, 0.79, -0.63, -0.18, -0.11, -0.22, -0.18, 0.08, -0.15, 0.52, -0.37, -0.37, 0.24, 0.23, 0.25, 0.27],
  "s_squared": 1.167,
  "de_lowest_kcal_mol": 0.00,
  "homo_lumo_gap_ev": [7.0, 6.3],
  "multiplicity": 2,
  "e_homo_ev": [-8.27, -7.53]
}

---

Record 3
{
  "formula": "H38O18S2",
  "method": "ωB97M-V with the def2-TZVPD basis set",
  "elements": ["S", "S", "H", "H", "H", "H", "O", "H", "H", "O", "H", "H", "O", "H", "H", "O", "H", "H", "O", "H", "H", "O", "H", "H", "O", "H", "H", "O", "H", "H", "O", "H", "H", "O", "H", "H", "O", "H", "H", "O", "H", "H", "O", "H", "H", "O", "H", "H", "O", "H", "H", "O", "H", "H", "O", "H", "H", "O"],
  "positions_angstrom": [[-0.26750, 3.24884, -4.18991], [1.41225, 2.21549, -4.88818], [-1.24408, 2.31796, -4.33817], [1.34900, 1.08725, -4.20763], [-0.68196, 2.52984, 3.21038], [-1.78207, 3.47592, 3.23097], [-1.65463, 2.51879, 3.18642], [-5.08151, -0.38177, 3.86089], [-4.62621, -1.61006, 3.14823], [-4.29998, -0.72697, 3.41420], [1.14739, -0.05411, 2.15969], [-0.18851, -0.82607, 2.27650], [0.67518, -0.82763, 1.81725], [2.16702, -3.46730, 1.89335], [0.89865, -2.70175, 2.38295], [1.41186, -3.51472, 2.49155], [-0.84448, 0.36590, 0.33044], [-2.04944, -0.35845, 0.78263], [-1.44181, -0.33320, 0.03050], [-2.17061, -0.52889, -2.43005], [-1.86795, 0.90685, -2.07999], [-2.16094, 0.37353, -2.82658], [-2.74227, 3.02310, 0.59056], [-1.55911, 3.64371, 0.22900], [-2.31799, 3.86549, 0.82145], [-2.22593, -1.08031, 3.71471], [-1.06564, -1.48678, 4.64172], [-1.26890, -0.98368, 3.84902], [5.13537, 0.45103, -0.77732], [4.75305, -1.05636, -0.94991], [5.42143, -0.45141, -0.62114], [2.85580, -0.16444, 0.64279], [2.38658, -0.49445, -0.75713], [2.72332, 0.24067, -0.22642], [-0.58519, -2.57179, 1.00111], [-1.14219, -3.92719, 1.28522], [-1.43181, -3.00949, 1.18938], [1.85842, 2.25305, 1.74468], [1.58712, 2.38066, 3.23828], [1.15872, 2.10500, 2.41669], [1.91638, -3.95197, -0.45395], [1.72732, -2.38580, -0.36259], [2.27907, -3.12883, -0.10085], [-3.27036, -3.50974, 2.00327], [-3.49798, -2.00092, 1.72661], [-3.93770, -2.83983, 1.87236], [4.46713, 2.46838, 1.99600], [4.00463, 2.82652, 0.58502], [3.68729, 2.48684, 1.43538], [0.39746, -5.89910, -1.74843], [0.68574, -4.50244, -2.48962], [0.61923, -4.97208, -1.65653], [0.04219, 2.50070, 0.98296], [0.47315, 2.08827, -0.52088], [-0.13403, 2.59221, 0.03137], [-1.69391, -2.01481, -0.97355], [-2.28789, -2.66764, -2.27849], [-1.60283, -2.08388, -1.93915]],
  "nbo_charge": [-0.17, -0.19, 0.17, 0.12, 0.47, 0.47, -0.95, 0.47, 0.49, -0.98, 0.50, 0.50, -1.04, 0.49, 0.48, -1.01, 0.50, 0.46, -0.98, 0.49, 0.47, -1.00, 0.46, 0.49, -0.97, 0.50, 0.47, -0.98, 0.47, 0.47, -1.00, 0.47, 0.43, -1.03, 0.50, 0.48, -1.00, 0.52, 0.47, -1.08, 0.50, 0.46, -1.02, 0.49, 0.48, -0.97, 0.44, 0.45, -1.17, 0.48, 0.48, -1.01, 0.51, 0.49, -1.02, 0.51, 0.47, -0.98],
  "s_squared": 0.751,
  "total_charge": -1,
  "homo_lumo_gap_ev": [2.1, 8.5],
  "multiplicity": 2,
  "e_homo_ev": [0.00, -6.49]
}

---

Record 4
{
  "formula": "C2H3N3O",
  "method": "ωB97M-V with the def2-TZVPD basis set",
  "elements": ["O", "C", "C", "N", "N", "N", "H", "H", "H"],
  "positions_angstrom": [[-0.29689, 0.10580, -1.99911], [-0.12284, 0.20138, -0.62524], [0.16275, -1.09875, -0.39421], [0.45720, -0.03322, 1.70521], [-0.15117, 1.03425, 1.45038], [-0.40428, 1.24518, 0.13492], [-1.20030, 0.35319, -2.22843], [0.97388, -1.71380, -0.77324], [0.58164, -0.09403, 2.72973]],
  "nbo_charge": [-0.65, 0.35, 0.00, -0.42, 0.05, -0.40, 0.50, 0.21, 0.36],
  "de_lowest_kcal_mol": 138.56,
  "homo_lumo_gap_ev": 8.8,
  "e_homo_ev": -9.45
}

---

Record 5
{
  "formula": "C5H13NO",
  "method": "ωB97M-V with the def2-TZVPD basis set",
  "elements": ["C", "C", "C", "C", "C", "N", "H", "H", "H", "H", "H", "H", "H", "H", "H", "H", "H", "O", "H", "H"],
  "positions_angstrom": [[0.44914, -2.00773, 3.07522], [0.74642, -0.75357, 2.27503], [0.67930, -0.78958, 0.77918], [-0.24695, -0.12783, 0.04516], [-0.18642, -0.07795, -1.45111], [-1.37316, 0.45701, 0.62253], [0.97802, -2.86732, 2.66253], [0.43842, -1.80415, 4.14436], [-0.66963, -2.20792, 3.04611], [1.73574, -0.38445, 2.59788], [0.14152, 0.04804, 2.71278], [1.38205, -1.40426, 0.21592], [-1.16136, -0.25374, -1.92332], [0.10292, 0.87907, -1.91331], [0.54908, -0.81984, -1.82361], [-1.94957, 1.07773, 0.09416], [-1.52796, 0.27685, 1.59383], [-0.28852, 3.31274, -5.74678], [0.30321, 3.21856, -4.99752], [-0.10226, 4.22831, -6.00901]],
  "nbo_charge": [-0.61, -0.43, -0.32, 0.20, -0.65, -0.84, 0.21, 0.21, 0.19, 0.20, 0.19, 0.20, 0.21, 0.21, 0.23, 0.39, 0.39, -0.93, 0.46, 0.47],
  "de_lowest_kcal_mol": 32.59,
  "homo_lumo_gap_ev": 8.4,
  "e_homo_ev": -7.65,
  "smiles": "CC/C=C(/C)N.O"
}

---

Record 6
{
  "formula": "C2H7IN3",
  "method": "ωB97M-V with the def2-TZVPD basis set",
  "elements": ["C", "C", "N", "N", "N", "I", "H", "H", "H", "H", "H", "H", "H"],
  "positions_angstrom": [[-0.07765, 1.17061, -0.52366], [-0.04695, -1.20080, -0.02756], [0.67124, -0.11946, -0.23987], [0.43538, -2.37695, 0.30166], [-0.05951, 2.08140, 0.55315], [2.69119, -0.04624, 0.21762], [0.27752, 1.56801, -1.50411], [-1.10739, 0.91748, -0.63212], [-1.40504, -0.89499, -0.14914], [1.40542, -2.53522, 0.08466], [-0.26751, -3.02894, 0.63571], [0.55944, 2.96124, 0.66210], [-0.99020, 2.36125, 0.73721]],
  "nbo_charge": [-0.04, 0.39, -0.54, -0.76, -0.85, 0.45, 0.21, 0.20, 0.25, 0.44, 0.45, 0.41, 0.39],
  "de_lowest_kcal_mol": 31.56,
  "total_charge": 1,
  "homo_lumo_gap_ev": 8.9,
  "e_homo_ev": -13.94
}

---

Record 7
{
  "formula": "C2H8N2O2",
  "method": "ωB97M-V with the def2-TZVPD basis set",
  "elements": ["C", "N", "C", "N", "O", "H", "H", "H", "H", "H", "H", "H", "H", "O"],
  "positions_angstrom": [[-0.47356, -1.39672, -0.12288], [-0.03788, -0.43213, -1.12127], [1.33426, -0.00755, -0.99344], [1.44159, 1.20382, -1.59534], [2.15632, -0.57734, -0.23925], [-0.63988, -0.82635, 0.80993], [0.42587, -2.18716, 0.07299], [-1.36766, -1.95595, -0.56064], [-2.73556, 0.61420, 1.19153], [2.13309, 1.77191, -1.09244], [0.15381, 1.14364, 2.22119], [0.18932, 1.80749, 1.88599], [-0.61271, 0.41208, -1.19498], [-1.96701, 0.43006, 0.73862]],
  "nbo_charge": [-0.44, -0.36, 0.63, -0.47, -0.62, 0.33, 0.26, 0.25, 0.43, 0.36, 0.00, 0.00, 0.45, -0.82],
  "de_lowest_kcal_mol": 210.08,
  "homo_lumo_gap_ev": 4.5,
  "e_homo_ev": -9.32
}